Computed, not measured: a single C5H9FO molecule in a non-equilibrium geometry, with wB97M-V/def2-TZVPD.

Summary:
E_HOMO: -9.33 eV
Multiplicity: 1
F_max: 2.837 eV/A
Calculated total energy: -370.95866 Eh
Structure (SMILES): CC/C(F)=C\OC
Lowest unoccupied orbital energy: 0.0359 Eh
ΔE to the lowest compared entry with this formula, charge and spin: 144.12 kJ/mol
Kohn-Sham gap: 0.379 Ha

```
16
Properties=species:S:1:pos:R:3:forces:R:3:mulliken_charge:R:1
C -0.8371 2.1529 0.5831 1.025 0.216 0.809 -1.3108
C 0.1036 0.9538 0.5330 -0.914 -0.796 -0.091 -0.3037
C -0.6455 -0.3812 0.6453 0.874 2.612 0.681 0.5698
F -1.4082 -0.4452 1.7368 -0.460 -0.144 1.110 -0.3142
C -0.6823 -1.4023 -0.1519 -0.872 -2.266 -1.151 -0.3034
O -0.0427 -1.4573 -1.3897 -0.585 0.036 1.409 -0.3806
C 1.3348 -1.5891 -1.1740 1.396 -1.015 -1.892 -0.6858
H -0.2697 3.0900 0.5280 0.024 -0.201 0.313 0.3339
H -1.4192 2.1580 -0.2879 -1.312 -0.091 -1.073 0.3905
H -1.4390 2.1390 1.4891 -0.125 0.121 -0.108 0.3166
H 0.8675 1.0874 1.3052 0.024 -0.496 -0.139 0.2767
H 0.5346 0.9052 -0.4504 0.628 0.235 -0.308 0.2431
H -1.2674 -2.3109 0.1805 0.646 1.052 -0.689 0.3536
H 1.8005 -0.6676 -0.8645 0.120 0.324 0.473 0.2615
H 1.6046 -2.4219 -0.4991 -0.262 0.388 -0.137 0.3107
H 1.7655 -1.8109 -2.1834 -0.204 0.026 0.794 0.2422
```
Positions in Å, forces in eV/Å.

=====

Computed, not measured: a single C5H9FO molecule in a non-equilibrium geometry, with wB97M-V/def2-TZVPD.

Summary:
E_HOMO: -11.02 eV
Multiplicity: 1
F_max: 4.860 eV/A
Calculated total energy: -371.01356 Eh
Structure (SMILES): CC(C)(C)C(=O)F
Lowest unoccupied orbital energy: 0.0307 Eh
ΔE to the lowest compared entry with this formula, charge and spin: 0.00 kJ/mol
Kohn-Sham gap: 0.436 Ha

```
16
Properties=species:S:1:pos:R:3:forces:R:3:mulliken_charge:R:1
C -0.3947 0.7067 -1.2699 0.878 -0.021 -2.101 -1.6154
C 0.0799 -0.0900 -0.0957 1.408 1.056 3.061 1.7236
C -0.5348 -1.4827 0.0671 -1.089 0.807 -0.672 -1.5336
C -0.2406 0.7556 1.2112 -4.192 -1.579 -1.884 -1.6924
C 1.5904 -0.1459 0.0220 1.916 -1.083 -0.980 0.3996
O 2.3157 -1.1051 0.0365 -1.266 1.604 0.225 -0.5138
F 2.1942 1.1228 0.0750 -0.754 -1.153 -0.083 -0.2648
H -1.3989 1.0096 -1.0481 -0.896 -0.337 -0.440 0.4111
H -0.2490 0.1206 -2.2336 -0.694 0.671 1.078 0.3600
H 0.1000 1.6780 -1.4558 0.312 -0.579 0.493 0.3862
H -0.7772 -1.7974 1.0738 0.364 0.327 0.443 0.3432
H 0.0323 -2.2729 -0.3756 0.361 -0.333 -0.565 0.3548
H -1.5094 -1.3740 -0.4184 0.013 -0.506 -0.142 0.3857
H 0.2387 1.6529 1.2386 1.761 2.279 0.154 0.4922
H -1.3671 1.0826 1.1091 1.843 -0.995 0.564 0.3194
H -0.0795 0.1392 2.0640 0.034 -0.159 0.848 0.4442
```
Positions in Å, forces in eV/Å.

=====

Computed, not measured: a single C5H9FO molecule in a non-equilibrium geometry, with wB97M-V/def2-TZVPD.

Summary:
E_HOMO: -10.45 eV
Multiplicity: 1
F_max: 1.972 eV/A
Calculated total energy: -370.95905 Eh
Structure (SMILES): C[C@@H](F)C[C@@H]1CO1
Lowest unoccupied orbital energy: 0.0394 Eh
ΔE to the lowest compared entry with this formula, charge and spin: 143.11 kJ/mol
Kohn-Sham gap: 0.424 Ha

```
16
Properties=species:S:1:pos:R:3:forces:R:3:mulliken_charge:R:1
C 2.2547 -0.2482 0.3240 0.837 1.564 -0.645 -1.4279
C 0.8226 0.2218 0.3237 -1.567 0.040 1.197 0.4124
F 0.8728 1.5708 -0.1641 -0.245 -1.015 -0.277 -0.3420
C -0.1534 -0.7403 -0.4090 1.111 0.670 -1.153 -0.7044
C -1.6309 -0.4513 -0.3055 0.579 1.707 0.575 -0.1176
C -2.0331 0.9542 -0.0917 -1.252 -0.216 -1.416 -0.3017
O -2.1240 -0.0011 0.9700 0.530 0.228 -0.325 -0.4296
H 2.6757 -0.3458 -0.7008 -0.504 0.376 0.414 0.3467
H 2.4698 -1.1753 0.7643 -0.314 -1.444 0.885 0.4209
H 2.8733 0.4893 0.8729 -0.321 -0.278 -0.394 0.3285
H 0.2999 0.3236 1.3255 1.290 -0.022 -0.654 0.2849
H 0.1743 -0.7548 -1.4960 -0.576 -0.370 1.079 0.3060
H 0.0319 -1.6996 0.0754 0.222 -0.226 -0.285 0.2879
H -2.2987 -1.0935 -0.8225 -0.435 -0.635 -0.375 0.4620
H -3.0254 1.2730 -0.5408 1.273 -0.254 0.809 0.2561
H -1.2095 1.6772 -0.1254 -0.629 -0.123 0.565 0.2177
```
Positions in Å, forces in eV/Å.

=====

Computed, not measured: a single C5H9FO2 molecule in a non-equilibrium geometry, with wB97M-V/def2-TZVPD.

Summary:
E_HOMO: -9.81 eV
Multiplicity: 1
F_max: 4.900 eV/A
Calculated total energy: -446.22093 Eh
Structure (SMILES): CC(=O)OC(C)(C)F
Lowest unoccupied orbital energy: 0.0291 Eh
ΔE to the lowest compared entry with this formula, charge and spin: 109.67 kJ/mol
Kohn-Sham gap: 0.390 Ha

```
17
Properties=species:S:1:pos:R:3:forces:R:3:mulliken_charge:R:1
C 2.7605 -0.1977 0.7468 -1.283 -0.202 1.370 -1.0352
C 1.4633 -1.0064 0.4318 1.097 2.720 1.602 0.7320
O 1.1391 -2.0938 0.7713 -0.081 -1.654 0.096 -0.5580
O 0.7126 -0.0636 -0.0733 -4.674 0.511 -1.380 -0.4133
C -0.9051 -0.4222 -0.4984 2.777 1.457 1.144 1.1906
C -1.2650 0.8330 -1.2290 0.211 0.605 -0.693 -1.4938
C -1.8705 -0.6016 0.7005 1.999 -3.159 -1.662 -1.3117
F -0.6407 -1.4902 -1.2508 -1.262 -0.355 -0.284 -0.2972
H 2.4525 0.8662 1.0486 0.588 -1.771 -0.332 0.2712
H 3.2995 -0.7313 1.5384 0.191 0.341 -0.363 0.3144
H 3.2662 -0.1521 -0.1771 1.136 0.154 -0.865 0.3072
H -2.2236 0.8286 -1.6740 -2.076 -0.694 0.576 0.4792
H -1.2818 1.6615 -0.4825 0.561 -0.376 -1.058 0.3200
H -0.8497 0.9887 -2.2394 1.556 0.251 0.995 0.3737
H -1.4277 -1.2926 1.4282 -0.294 -0.022 -0.254 0.3448
H -2.7688 -1.0255 0.2455 -0.038 -0.049 0.260 0.3752
H -2.0847 0.2834 1.1729 -0.407 2.242 0.848 0.4010
```
Positions in Å, forces in eV/Å.

=====

Computed, not measured: a single C5H9FS molecule in a non-equilibrium geometry, with wB97M-V/def2-TZVPD.

Summary:
E_HOMO: -8.20 eV
Multiplicity: 1
F_max: 4.873 eV/A
Calculated total energy: -693.83575 Eh
Structure (SMILES): CS/C=C(\C)CF
Lowest unoccupied orbital energy: 0.0322 Eh
ΔE to the lowest compared entry with this formula, charge and spin: 347.93 kJ/mol
Kohn-Sham gap: 0.333 Ha

```
16
Properties=species:S:1:pos:R:3:forces:R:3:mulliken_charge:R:1
C 2.9951 -0.9984 0.1379 -0.672 1.072 1.831 -0.9503
S 1.9287 0.4882 -0.2317 0.678 -0.681 0.116 -0.0730
C 0.3135 -0.1819 -0.3483 0.456 -2.203 1.076 -0.1818
C -0.8393 0.4691 -0.2557 -0.592 -2.077 0.929 0.4621
C -1.2331 1.8609 0.1235 0.501 4.328 1.123 -1.0780
C -1.9576 -0.5926 -0.1889 -4.490 1.595 -1.021 -0.3394
F -1.6926 -2.0079 0.0324 0.222 2.387 0.735 -0.3044
H 4.0645 -0.7752 0.1444 -0.359 0.516 0.235 0.3317
H 2.6794 -1.5334 1.0500 0.278 0.872 0.147 0.3106
H 2.8746 -1.7468 -0.5458 -0.484 -1.610 -2.522 0.3561
H 0.0850 -1.3408 -0.2100 1.640 2.376 -0.919 0.2827
H -0.3761 2.5620 0.7139 -1.631 -2.340 -1.858 0.2612
H -1.4674 2.5540 -0.8443 0.063 -1.681 2.450 0.2238
H -2.0687 1.9721 1.0117 1.563 -0.711 -2.760 0.3120
H -2.5921 -0.7379 -1.1790 1.326 0.909 1.820 0.1771
H -2.7140 0.0086 0.5899 1.501 -2.752 -1.384 0.2097
```
Positions in Å, forces in eV/Å.

=====

Computed, not measured: a molecular structure, C5H9GaO3 in a non-equilibrium geometry, with wB97M-V/def2-TZVPD.

Summary:
E_HOMO: -19.14 eV
Multiplicity: 1
F_max: 8.407 eV/A
Calculated total energy: -2345.55296 Eh
Net charge: +2
Lowest unoccupied orbital energy: -0.5268 Eh
ΔE to the lowest compared entry with this formula, charge and spin: 216.55 kJ/mol
Kohn-Sham gap: 0.177 Ha

```
18
Properties=species:S:1:pos:R:3:forces:R:3:mulliken_charge:R:1
O 0.9048 1.8954 -0.2666 0.464 2.672 -0.673 -0.1215
C 0.4819 0.7387 -0.0995 -3.934 -6.365 -3.835 0.3425
O -0.7030 0.4771 -0.5507 2.283 2.268 0.313 -0.2091
C -1.7058 -0.1659 0.2779 -1.339 -1.493 1.048 -0.1609
C 1.4355 -0.5106 0.3507 -1.464 2.814 -1.046 0.6469
H 0.8841 -1.3726 0.7607 -0.085 0.468 0.092 0.5038
C 2.5043 -0.9163 -0.6528 0.037 0.073 -0.083 -1.3269
H 2.2674 -1.8541 -1.1726 -0.007 0.210 0.230 0.3772
H 2.6056 -0.1614 -1.4494 0.086 0.040 0.134 0.3556
H 3.4621 -1.0443 -0.1235 -0.304 -0.073 -0.074 0.3989
C -3.0492 0.3941 -0.1082 -0.214 0.239 -0.044 -1.2567
H -1.4682 0.0440 1.3283 -0.019 -0.036 -0.244 0.3948
H -1.6515 -1.2472 0.1105 0.072 0.212 -0.111 0.3491
H -3.1823 1.4087 0.2881 0.011 -0.256 -0.173 0.3368
H -3.8304 -0.2495 0.3173 0.204 0.160 -0.082 0.3822
H -3.1702 0.4115 -1.1987 0.019 -0.080 0.288 0.3468
Ga 2.3703 1.8407 0.7703 1.210 0.509 0.277 0.8217
O 1.8446 0.3117 1.4182 2.977 -1.362 3.984 -0.1812
```
Positions in Å, forces in eV/Å.